22
Properties=species:S:1:pos:R:3:forces:R:3 method="wB97M-V/def2-TZVPD" charge=-1 e_above_lowest_kj_mol=161.0 e_lumo_ev=3.5 e_homo_ev=-3.43 homo_lumo_gap_ha=0.2534
C -0.010749 0.043609 1.329962 -1.35 -1.10 0.82
C -0.705881 -1.282263 1.085798 -1.05 -2.47 -0.94
S -1.892009 -1.462233 -0.327253 -0.02 0.10 0.55
N -0.905850 1.206900 1.388608 -1.17 0.29 1.15
H 0.855599 0.195853 0.691230 0.03 0.20 0.10
H 0.243309 -0.155160 2.387624 1.02 0.84 -0.43
H -1.291283 -1.585540 1.996377 0.70 0.36 -0.51
H -0.012747 -2.153041 0.821080 -0.44 1.60 1.65
H -1.661954 0.949489 2.065224 1.02 0.37 -0.48
H -1.485243 1.455684 0.588917 0.69 -0.80 -0.63
H 0.328844 -2.446874 -0.682480 1.16 0.97 -1.21
H 1.346927 -1.255247 -0.817400 -0.17 0.76 0.34
O 1.214844 -2.157586 -1.059719 -0.65 -1.88 -0.03
H 2.362654 1.174432 -0.857780 0.44 0.11 0.17
H 2.245298 1.963728 -2.110101 0.72 -0.15 0.30
O 2.930242 1.653671 -1.479840 -1.18 0.08 -0.46
H -0.551588 -0.082902 -1.633288 -1.86 0.77 -1.24
H -1.927571 0.520110 -2.081223 -0.98 -0.53 0.78
O -1.014779 0.525021 -2.301430 2.92 0.21 -0.13
H 1.364530 2.247117 2.779119 -0.21 -0.08 0.01
H 0.781552 2.334751 1.329510 2.01 0.10 1.90
O 1.660981 2.404834 1.880762 -1.65 0.25 -1.68

---

22
Properties=species:S:1:pos:R:3:forces:R:3 method="wB97M-V/def2-TZVPD" charge=+1 e_above_lowest_kj_mol=18.5 e_lumo_ev=-2.7 e_homo_ev=-14.18 homo_lumo_gap_ha=0.4224
O -0.705098 1.740056 0.973425 -0.10 0.09 0.11
C -1.021430 0.600582 1.180630 0.17 -0.23 0.99
C -0.241591 -0.540213 0.582733 1.36 0.14 -2.61
N 0.781799 0.061287 -0.394471 0.52 0.70 2.16
H -1.859161 0.356960 1.857647 0.08 -0.15 -0.28
H 0.306947 -1.269943 1.171222 -0.33 0.39 0.72
H -0.826843 -1.124859 -0.105596 -0.84 -0.23 0.22
H 0.311277 0.692711 -1.046407 -0.18 -0.35 -0.44
H 1.388953 0.702261 0.172942 -0.19 -0.12 -0.20
H 1.407663 -0.649009 -0.809955 -0.72 0.19 -0.51
H 2.841082 1.968731 1.697074 -0.09 0.10 -0.05
H 1.411225 2.528509 1.496578 -0.48 0.49 0.29
O 2.049255 1.917001 1.149396 0.84 -0.47 -0.10
H -2.790362 -2.301406 1.994641 -0.02 0.03 0.25
H -2.058886 -3.065328 0.932004 0.16 -0.02 0.10
O -1.913286 -2.389701 1.607707 -0.41 -0.22 -0.19
H -1.530932 2.570815 -1.132577 0.19 0.76 0.62
H -2.222722 1.638660 -2.055393 0.32 -0.22 -0.19
O -1.371366 1.769362 -1.613536 -0.47 -0.66 -0.71
H 2.230297 -1.118321 -3.013706 0.09 -0.18 -0.11
H 2.011920 -2.509670 -2.358687 0.18 -0.21 -0.20
O 1.801253 -1.578480 -2.285673 -0.09 0.17 0.14

---

21
Properties=species:S:1:pos:R:3:forces:R:3 method="wB97M-V/def2-TZVPD" smiles=CCO.O.O.O.O charge=0 e_above_lowest_kj_mol=254.4 e_lumo_ev=0.2 e_homo_ev=-10.59 homo_lumo_gap_ha=0.3979
C 0.846057 0.719830 1.134900 1.66 2.47 -3.32
O 1.201177 -0.600206 1.012751 2.15 -3.39 3.82
C -0.559664 0.868597 1.439741 -3.14 -2.96 -0.66
H 1.610205 1.278601 1.666760 -0.27 0.27 0.58
H 0.923235 1.080621 0.060026 0.33 0.04 1.08
H 1.600734 -0.953838 1.942481 -1.65 1.33 -3.20
H -0.814309 0.193157 2.251301 -0.11 0.58 1.11
H -1.040295 1.838224 1.492443 0.44 -0.01 0.27
H -1.100701 0.197566 0.634827 0.99 2.12 1.13
H 2.667437 -0.131661 -2.842176 -0.04 0.50 -0.17
H 1.244241 -0.567161 -2.669878 1.09 2.40 -0.79
O 1.788161 0.262604 -2.965800 -1.04 -2.96 1.04
H -3.487270 -1.256083 -0.340711 -3.61 -2.67 0.16
H -1.998353 -1.282149 -0.024467 -2.02 1.37 -1.01
O -2.774710 -0.716710 -0.382973 5.40 1.10 0.65
H -2.065460 2.465513 0.156630 -0.49 -0.55 0.86
H -2.239817 1.924146 -1.308939 0.64 1.29 1.42
O -1.881750 2.671345 -0.740406 -0.32 -0.66 -2.55
H 2.426697 -2.002582 0.070203 -0.62 -0.43 -0.07
H 1.647793 -3.343297 -0.067372 -1.20 -2.44 2.07
O 2.006593 -2.646516 -0.519341 1.81 2.62 -2.42

---

21
Properties=species:S:1:pos:R:3:forces:R:3 method="wB97M-V/def2-TZVPD" smiles="C=C.O.O.O.O.O" charge=0 e_above_lowest_kj_mol=187.5 e_lumo_ev=0.3 e_homo_ev=-10.35 homo_lumo_gap_ha=0.3898
C -4.837288 -0.824046 2.377899 -0.85 0.21 -0.23
C -4.239043 0.332407 2.601525 1.29 -0.35 1.01
H -4.727538 -1.405360 1.479054 0.28 0.03 -0.32
H -5.622694 -1.191784 3.026492 0.17 -0.01 0.29
H -3.406533 0.712898 2.026010 -0.22 -0.03 -0.58
H -4.261442 0.798726 3.584192 -0.67 0.15 -0.17
H -1.157404 -3.732796 -0.764959 0.37 -0.40 -0.08
H -0.002191 -4.568762 -1.472022 -0.44 0.21 0.38
O -0.574025 -3.791475 -1.531273 0.10 0.21 -0.30
H 2.383055 -1.201480 -2.322427 0.12 0.07 -0.07
H 3.685096 -0.432542 -2.659882 -0.15 -0.18 -0.02
O 3.036342 -0.589252 -1.965767 0.00 0.19 0.10
H 1.129526 0.166764 3.472288 0.04 -0.01 -0.04
H 1.191443 0.121060 1.940555 0.07 0.21 -0.17
O 1.496544 0.618331 2.705978 -0.04 -0.11 0.31
H 2.303405 3.051815 -2.142333 -0.04 0.14 -0.01
H 3.078734 2.656359 -3.392068 -0.26 0.17 0.05
O 2.272450 3.107274 -3.103183 0.29 -0.25 -0.02
H 1.737002 1.358753 -0.759388 -0.38 -0.43 -0.07
H 0.215844 1.126168 -0.439113 0.18 0.06 -0.39
O 1.075284 1.320595 -0.057388 0.15 0.13 0.33

---

21
Properties=species:S:1:pos:R:3:forces:R:3 method="wB97M-V/def2-TZVPD" charge=+1 e_above_lowest_kj_mol=177.5 e_lumo_ev="-3.3 / -10.2" e_homo_ev="-13.90 / -13.90" homo_lumo_gap_ha="0.3906 / 0.1344" multiplicity=2
C 2.084262 0.937607 -2.050649 -0.40 -0.25 -2.80
O 0.982517 0.083532 -2.236242 2.03 2.52 -0.95
C 2.020648 1.598721 -0.628065 -2.69 -0.38 1.14
H 2.008311 1.682603 -2.872070 0.18 -0.32 0.80
H 3.077913 0.377075 -2.073370 -0.84 0.08 0.27
H 1.171081 -0.659566 -1.705918 -0.02 -2.66 1.64
H 0.957011 1.912743 -0.847855 0.75 0.01 1.18
H 2.540366 2.549698 -0.466040 0.73 -0.84 -0.26
H 2.031236 0.753261 0.137056 0.28 1.55 -0.75
H -2.495817 0.662953 0.942253 0.36 -0.12 -1.38
H -3.413863 1.286826 1.971938 -0.18 0.18 0.06
O -2.757750 0.602565 1.842293 -0.27 -0.10 1.37
H 1.061516 -1.912067 1.343862 1.39 -0.31 0.23
H -0.285132 -1.621395 1.161654 -0.20 0.39 -0.96
O 0.526167 -1.695049 0.588830 -0.97 0.42 0.34
H -2.021161 -1.362208 3.139326 0.88 0.72 -0.42
H -1.701504 -2.558923 2.409074 0.36 -0.59 -0.29
O -1.259837 -1.738566 2.647612 -1.19 -0.34 0.59
H -2.115439 -0.368571 -1.656797 0.62 -0.03 -0.32
H -0.758507 -0.249538 -0.823458 3.98 -0.16 -0.58
O -1.652021 -0.281694 -0.823440 -4.81 0.23 1.08

---

22
Properties=species:S:1:pos:R:3:forces:R:3 method="wB97M-V/def2-TZVPD" smiles="C=CO.O.O.O.O.O" charge=0 e_above_lowest_kj_mol=148.1 e_lumo_ev=0.1 e_homo_ev=-7.89 homo_lumo_gap_ha=0.2954
C -2.868566 0.343125 -0.843058 0.79 0.28 1.70
C -1.681881 -0.176978 -0.493165 0.13 -0.54 -2.37
O -1.169209 -1.032922 -1.430891 -0.07 0.00 0.24
H -3.360965 0.946299 -0.097052 -0.33 0.30 -0.27
H -3.280152 0.139196 -1.821571 -0.13 -0.09 0.20
H -0.999229 0.022687 0.335920 -0.77 0.11 0.15
H -0.198636 -1.237982 -1.359875 -0.52 0.22 0.34
H 1.588094 -1.321048 -2.349446 0.57 0.58 -1.71
H 2.031878 -1.478392 -0.848978 -2.51 -0.02 -1.58
O 1.241681 -1.627387 -1.542714 2.36 -0.77 3.01
H 3.679903 -0.247327 0.102480 -1.43 0.02 0.58
H 2.356838 0.102324 0.917276 0.28 0.34 -0.17
O 2.748783 -0.515572 0.295536 1.52 -0.92 -0.30
H 3.409286 2.696705 0.324742 1.69 0.56 0.74
H 2.194446 2.422438 -0.237989 -1.06 -0.81 0.17
O 2.726791 2.066029 0.487381 -0.54 0.81 -0.82
H -0.392186 3.070209 2.225981 -0.72 3.56 0.68
H -0.364365 1.736841 2.704885 0.07 -0.69 0.01
O -0.177694 2.246015 1.914628 0.62 -2.92 -0.68
H -2.950683 -2.541311 1.232214 1.18 -0.49 -1.32
H -2.338768 -2.714875 -0.206285 -0.51 0.76 -2.00
O -2.195375 -2.898083 0.689987 -0.61 -0.31 3.39